{"formula": "C42H104N8O8", "method": "ωB97M-V with the def2-TZVPD basis set", "homo_energy_ev": -8.4800, "smiles": "CC1(C)CCCC(C)(C)N1O.CC1(C)CCCC(C)(C)N1O.COC[C@H](C)N.COC[C@H](C)N.COC[C@H](C)N.COC[C@H](C)N.COC[C@H](C)N.COC[C@H](C)N", "molar_mass_g_mol": 849.34, "relative_energy_kj_mol": 238.42, "lumo_ev": 0.53, "elements": ["C", "C", "C", "C", "C", "C", "C", "C", "C", "N", "O", "H", "H", "H", "H", "H", "H", "H", "H", "H", "H", "H", "H", "H", "H", "H", "H", "H", "H", "H", "C", "C", "C", "C", "C", "C", "C", "C", "C", "N", "O", "H", "H", "H", "H", "H", "H", "H", "H", "H", "H", "H", "H", "H", "H", "H", "H", "H", "H", "H", "C", "O", "C", "C", "C", "N", "H", "H", "H", "H", "H", "H", "H", "H", "H", "H", "H", "C", "O", "C", "C", "C", "N", "H", "H", "H", "H", "H", "H", "H", "H", "H", "H", "H", "C", "O", "C", "C", "C", "N", "H", "H", "H", "H", "H", "H", "H", "H", "H", "H", "H", "C", "O", "C", "C", "C", "N", "H", "H", "H", "H", "H", "H", "H", "H", "H", "H", "H", "C", "O", "C", "C", "C", "N", "H", "H", "H", "H", "H", "H", "H", "H", "H", "H", "H", "C", "O", "C", "C", "C", "N", "H", "H", "H", "H", "H", "H", "H", "H", "H", "H", "H"], "xyz": [[6.712, -0.557, 4.144], [6.093, -0.730, 2.752], [4.649, -0.150, 2.841], [6.863, 0.243, 1.824], [6.545, 0.115, 0.335], [6.658, -1.346, -0.158], [6.056, -2.375, 0.800], [4.555, -2.572, 0.588], [6.780, -3.686, 0.496], [6.287, -2.057, 2.224], [5.650, -2.961, 3.106], [6.403, -1.350, 4.822], [7.804, -0.548, 4.116], [6.413, 0.415, 4.532], [4.604, 0.790, 3.387], [4.208, 0.105, 1.871], [3.944, -0.891, 3.228], [6.641, 1.260, 2.159], [7.941, 0.094, 1.942], [5.530, 0.506, 0.207], [7.152, 0.749, -0.312], [7.666, -1.587, -0.483], [6.013, -1.224, -1.034], [4.010, -1.648, 0.775], [4.165, -3.396, 1.184], [4.344, -2.851, -0.449], [7.863, -3.727, 0.611], [6.459, -4.034, -0.490], [6.441, -4.524, 1.121], [6.326, -3.616, 3.313], [-1.600, 4.980, -1.384], [-2.456, 5.198, -2.653], [-1.845, 6.368, -3.454], [-2.368, 3.974, -3.578], [-3.315, 2.833, -3.219], [-4.738, 3.375, -3.097], [-4.833, 4.475, -2.035], [-6.234, 5.084, -2.184], [-4.679, 3.928, -0.634], [-3.869, 5.520, -2.417], [-3.998, 6.686, -1.607], [-1.658, 5.824, -0.692], [-1.839, 4.067, -0.841], [-0.540, 4.980, -1.652], [-1.637, 7.177, -2.750], [-0.925, 6.080, -3.956], [-2.665, 6.714, -4.084], [-2.348, 4.301, -4.618], [-1.375, 3.547, -3.398], [-3.247, 1.966, -3.883], [-3.062, 2.324, -2.282], [-5.499, 2.631, -2.834], [-5.065, 3.623, -4.111], [-6.592, 5.832, -1.475], [-7.005, 4.308, -2.114], [-6.363, 5.456, -3.204], [-4.646, 4.693, 0.142], [-3.737, 3.375, -0.544], [-5.420, 3.163, -0.390], [-4.608, 7.200, -2.147], [-3.708, -0.840, -2.578], [-2.725, -1.772, -2.980], [-1.971, -1.503, -4.155], [-1.009, -2.681, -4.355], [-0.069, -2.445, -5.538], [-1.748, -3.942, -4.495], [-4.131, -0.254, -3.393], [-3.231, -0.198, -1.826], [-4.453, -1.372, -1.984], [-2.661, -1.381, -5.000], [-1.473, -0.540, -3.979], [-0.439, -2.712, -3.421], [0.503, -1.556, -5.277], [-0.666, -2.341, -6.445], [0.572, -3.313, -5.687], [-2.363, -4.149, -3.710], [-2.510, -3.726, -5.146], [1.517, -0.332, 0.525], [0.522, 0.665, 0.538], [-0.726, 0.211, 1.030], [-1.736, 1.331, 0.826], [-1.362, 2.616, 1.545], [-3.091, 0.908, 1.248], [2.463, 0.202, 0.407], [1.307, -1.008, -0.310], [1.635, -0.818, 1.501], [-1.040, -0.576, 0.333], [-0.758, -0.202, 2.043], [-1.942, 1.544, -0.228], [-0.404, 2.972, 1.151], [-1.196, 2.467, 2.615], [-2.092, 3.419, 1.438], [-3.190, 0.566, 2.197], [-3.669, 1.738, 1.184], [-2.660, 1.606, 4.841], [-3.631, 2.383, 4.148], [-4.734, 2.830, 4.903], [-5.730, 3.453, 3.943], [-6.669, 4.513, 4.544], [-6.474, 2.417, 3.244], [-2.715, 1.938, 5.883], [-1.697, 1.848, 4.396], [-2.910, 0.549, 4.728], [-5.153, 2.074, 5.582], [-4.346, 3.540, 5.652], [-5.131, 4.046, 3.236], [-7.418, 4.007, 5.156], [-7.192, 4.916, 3.674], [-6.130, 5.293, 5.075], [-5.773, 1.771, 2.878], [-6.836, 2.806, 2.376], [0.007, -5.662, 1.717], [-1.328, -5.269, 2.081], [-2.094, -5.155, 0.895], [-1.984, -3.812, 0.190], [-2.832, -2.699, 0.854], [-2.491, -3.906, -1.176], [0.584, -5.844, 2.624], [0.530, -4.824, 1.247], [-0.044, -6.515, 1.045], [-1.868, -5.890, 0.107], [-3.139, -5.453, 1.033], [-0.935, -3.491, 0.218], [-3.850, -3.073, 0.947], [-2.781, -1.839, 0.190], [-2.371, -2.484, 1.818], [-2.617, -2.980, -1.600], [-1.810, -4.328, -1.800], [2.419, -3.940, 4.061], [1.746, -2.678, 4.078], [1.441, -2.155, 5.332], [0.599, -0.883, 5.203], [1.277, 0.293, 4.512], [0.036, -0.460, 6.484], [3.140, -4.061, 4.871], [2.875, -3.931, 3.074], [1.631, -4.697, 4.110], [0.949, -2.798, 6.074], [2.395, -1.874, 5.816], [-0.210, -1.245, 4.554], [0.537, 1.078, 4.371], [1.765, -0.011, 3.584], [2.120, 0.662, 5.106], [0.452, -0.958, 7.272], [0.401, 0.460, 6.727], [2.984, -1.321, -3.107], [3.660, -0.964, -4.313], [3.943, -2.089, -5.139], [4.493, -1.652, -6.494], [3.345, -1.067, -7.346], [5.148, -2.722, -7.229], [2.632, -0.436, -2.582], [3.709, -1.908, -2.540], [2.080, -1.883, -3.366], [4.628, -2.709, -4.553], [2.984, -2.596, -5.314], [5.237, -0.889, -6.245], [3.626, -0.558, -8.263], [2.771, -0.373, -6.718], [2.576, -1.838, -7.467], [4.376, -3.262, -7.610], [5.693, -2.414, -8.021]], "mulliken_charge": [-1.966, 1.818, -1.246, -1.401, -0.617, -0.946, 2.020, -1.917, -1.957, 0.029, -0.335, 0.361, 0.442, 0.374, 0.580, -0.088, 0.110, 0.434, 0.417, 0.126, 0.496, 0.461, 0.060, 0.254, 0.384, 0.410, 0.436, 0.403, 0.425, 0.317, -1.871, 1.851, -2.088, -1.742, 1.323, -1.634, 1.973, -2.254, -1.500, 0.285, -0.476, 0.398, 0.415, 0.459, 0.403, 0.414, 0.478, 0.369, 0.434, 0.457, -1.044, 0.537, 0.419, 0.409, 0.406, 0.510, 0.474, -0.169, 0.429, 0.355, -0.599, -0.465, -0.758, 0.735, -1.641, -0.631, 0.482, -0.142, 0.366, 0.286, 0.370, 0.071, 0.318, 0.447, 0.332, 0.374, 0.333, -0.338, -0.522, 0.453, 1.962, -1.383, -0.393, 0.373, 0.248, -0.117, -0.218, -0.090, -1.071, 0.450, -0.070, 0.256, 0.188, 0.133, -0.567, -0.209, -1.116, 1.156, -1.585, -0.856, 0.582, -0.163, 0.231, 0.451, 0.385, 0.004, 0.355, 0.376, 0.379, 0.257, 0.318, -0.561, -0.378, -0.809, 1.451, -1.117, -0.690, 0.183, 0.178, 0.373, 0.378, 0.417, -0.301, 0.456, -0.122, 0.191, 0.223, 0.323, -0.289, 0.045, -1.346, 1.193, -0.712, -0.683, 0.364, -0.101, 0.141, 0.428, 0.374, -0.226, 0.210, -0.396, 0.560, 0.288, 0.277, -0.159, -0.376, -0.316, 0.277, -1.238, -0.729, 0.238, 0.064, 0.145, 0.360, -0.075, 0.339, 0.376, 0.293, 0.269, 0.286, 0.277]}